Formula: C37H71IO13S
Source: the OMol25 dataset
Level of theory: the ωB97M-V functional and the def2-TZVPD basis

The geometry in XYZ format:
```
123
Properties=species:S:1:pos:R:3:forces:R:3:lowdin_charge:R:1
C 2.36376 0.17734 2.04303 -0.8 0.7 -0.3 -0.060
C 1.41206 1.39939 2.28119 1.6 -0.5 -0.1 -0.420
C 2.28432 2.56895 2.77806 -0.3 0.1 -0.4 -0.061
C 0.78019 1.80537 0.95214 -0.1 0.3 0.1 -0.163
C -0.40747 1.03349 0.34038 0.7 0.7 0.7 -0.091
C -1.56128 0.42377 1.16947 -0.6 -1.4 -0.9 -0.232
C -1.14751 -0.54176 2.30099 0.2 0.6 0.7 -0.140
C -1.69299 -0.44635 3.73413 0.8 -1.2 0.0 -0.732
C -1.01086 -1.58442 4.51932 -0.6 -0.1 -0.5 -0.184
I -1.30751 1.32927 4.85347 -0.2 0.1 0.0 1.050
O -2.06136 -0.62091 0.16729 0.0 0.1 -0.5 -0.207
S -2.86085 0.05548 -1.01886 0.1 -0.6 0.2 0.575
O -2.07067 0.37700 -2.15178 0.4 0.3 0.0 -0.220
O -3.99649 -0.76598 -1.25730 -0.5 0.1 0.2 -0.225
O -3.18261 1.37616 -0.22132 0.1 0.3 -0.1 -0.175
C -2.93195 1.17891 1.24934 -1.4 0.2 -0.7 -0.266
C -3.07336 2.59300 1.76694 1.1 1.1 -0.6 -0.068
C -1.93590 3.52711 1.39609 -0.8 1.0 -0.4 -0.360
C -2.00555 4.85643 2.09985 2.2 -2.5 1.6 0.055
O -0.99602 3.71487 2.36291 0.4 -0.1 0.2 -0.146
C -4.15765 0.29211 1.66936 0.8 0.1 1.1 -0.049
C -5.10342 0.78353 2.77301 -1.0 -0.8 0.0 -0.415
C -6.11425 1.84790 2.35290 0.2 0.2 0.4 -0.033
O -4.50530 1.11679 4.01780 0.3 0.6 -0.3 -0.096
H 2.06732 -0.33097 1.12396 0.0 -0.4 0.1 0.071
H 3.36513 0.56367 1.87879 0.2 -0.2 0.1 0.059
H 2.34275 -0.49616 2.89595 0.2 -0.2 0.0 0.075
H 0.73218 1.10432 3.06847 -0.4 0.3 -0.1 0.015
H 2.58948 3.14433 1.89949 0.2 0.0 0.0 0.083
H 3.19755 2.23463 3.26441 -0.3 0.1 0.3 0.039
H 1.72129 3.26526 3.39887 0.0 -0.1 0.2 0.073
H 1.58296 1.71757 0.21387 0.0 -0.1 -0.1 0.125
H 0.59656 2.87766 0.97353 -0.4 -0.1 0.2 0.090
H -0.80001 1.69398 -0.42537 -0.3 -0.1 -0.1 0.104
H -0.00022 0.19720 -0.22114 0.0 -0.3 0.2 0.129
H -1.42275 -1.54532 1.98503 -0.2 0.0 -0.2 0.135
H -0.06487 -0.58602 2.37526 0.1 0.2 -0.2 0.093
H -2.73996 -0.72409 3.74247 -0.3 0.8 0.1 0.060
H -1.38919 -1.61921 5.53633 0.3 0.1 0.2 0.059
H -1.31364 -2.52301 4.04649 0.2 -0.1 0.0 0.083
H 0.07210 -1.51295 4.47505 0.1 0.1 0.2 0.071
H -3.16086 2.71673 2.84092 -0.3 -0.6 0.1 0.089
H -3.91265 3.07071 1.26566 -0.5 -0.5 0.1 0.138
H -1.60860 3.54433 0.36112 0.1 -0.1 -0.1 0.147
H -1.24755 5.61555 1.99123 -1.0 0.9 -0.8 0.113
H -2.53818 4.75622 3.03775 -0.8 1.1 -0.3 0.106
H -4.80654 0.12325 0.81940 0.1 0.1 -0.3 0.114
H -3.79567 -0.69972 1.93403 0.0 0.0 0.1 0.120
H -5.73923 -0.08897 2.96384 0.1 -0.2 -0.2 0.142
H -5.72306 2.85219 2.49171 0.0 0.1 -0.2 0.074
H -6.43763 1.69225 1.32736 0.0 0.1 -0.1 0.090
H -6.98345 1.76433 3.00292 -0.1 0.0 0.0 0.082
H -4.63602 0.40634 4.64239 0.0 -0.2 0.1 0.086
C 6.45836 0.04793 3.04218 -0.3 0.0 0.0 -0.016
C 6.20435 1.18871 3.99999 0.0 0.1 0.1 -0.484
C 7.37939 1.67955 4.80181 0.0 0.2 -0.1 -0.039
O 5.10630 1.68311 4.12372 0.1 -0.1 -0.1 0.060
H 5.53519 -0.21399 2.53078 0.0 0.0 0.0 0.063
H 7.20422 0.34173 2.30214 0.1 -0.1 0.1 0.085
H 6.81984 -0.82350 3.58997 0.1 0.0 0.0 0.086
H 8.16525 2.04394 4.13550 0.0 -0.2 0.0 0.086
H 7.76720 0.87167 5.41933 0.1 0.0 0.0 0.074
H 7.05780 2.48833 5.44908 0.0 0.0 0.0 0.073
C -3.15466 -0.52695 -4.82615 0.1 -0.3 -0.2 -0.028
C -3.69525 -0.85364 -6.19295 0.0 0.0 0.1 -0.494
C -4.63637 0.15197 -6.81320 0.0 -0.2 -0.2 -0.024
O -3.39252 -1.87253 -6.77393 -0.1 -0.1 0.0 0.043
H -2.49511 -1.32425 -4.49379 0.0 0.0 0.0 0.086
H -2.59165 0.40607 -4.85934 -0.1 0.1 0.1 0.088
H -3.97375 -0.42794 -4.11324 0.0 0.2 0.0 0.079
H -4.13344 1.11356 -6.92754 -0.1 0.1 0.1 0.090
H -5.51525 0.27908 -6.17943 0.1 0.1 0.1 0.085
H -4.95397 -0.19942 -7.79274 0.0 0.0 0.0 0.078
C 5.34773 1.93083 9.46505 0.0 0.1 -0.3 -0.011
C 6.15290 0.92793 8.68228 0.0 0.1 0.0 -0.484
C 6.54976 -0.34065 9.39926 0.1 0.0 -0.2 -0.020
O 6.46176 1.12621 7.52922 0.0 -0.1 0.1 0.060
H 5.13175 2.78999 8.83398 0.0 0.0 0.0 0.086
H 4.40495 1.48309 9.78204 0.1 0.0 0.2 0.060
H 5.90843 2.26371 10.33992 -0.1 -0.1 0.1 0.089
H 5.65872 -0.87799 9.72707 0.0 0.1 0.1 0.084
H 7.16386 -0.10168 10.26857 -0.1 0.0 0.1 0.085
H 7.12049 -0.97577 8.72520 0.0 0.0 0.0 0.079
C -5.09820 -6.18613 -7.88044 -0.1 -0.2 -0.2 -0.026
C -4.26418 -5.74223 -9.05949 0.0 0.0 0.0 -0.506
C -3.42925 -4.50187 -8.86822 0.0 -0.1 -0.3 -0.032
O -4.27040 -6.35469 -10.10193 0.0 0.0 0.0 0.063
H -5.64969 -7.08543 -8.14551 0.0 0.0 0.0 0.078
H -4.45383 -6.40110 -7.02683 0.0 0.1 0.1 0.084
H -5.80493 -5.40154 -7.60658 0.1 0.0 0.1 0.084
H -2.71846 -4.64842 -8.05422 -0.1 0.1 0.1 0.090
H -4.06677 -3.64946 -8.63206 0.1 0.0 0.2 0.075
H -2.88106 -4.29311 -9.78470 0.0 0.0 0.0 0.074
C 0.01144 -0.44785 -11.01423 0.0 0.2 -0.1 -0.021
C -1.23205 0.01548 -10.29650 0.0 0.0 0.0 -0.495
C -1.85015 -0.94999 -9.31667 0.0 0.3 -0.1 -0.014
O -1.70925 1.10920 -10.49615 0.0 0.0 0.0 0.064
H 0.35542 0.33553 -11.68657 0.0 0.0 0.0 0.080
H 0.79796 -0.66807 -10.28928 0.0 -0.2 0.0 0.060
H -0.20703 -1.34515 -11.59642 0.1 -0.1 0.1 0.085
H -1.13800 -1.18906 -8.52564 0.0 -0.2 -0.1 0.095
H -2.14312 -1.86717 -9.82899 0.1 -0.1 0.1 0.077
H -2.73169 -0.49996 -8.87361 0.0 0.0 0.0 0.057
C 0.57468 1.63912 8.83092 0.2 0.1 0.1 -0.024
C 1.24593 0.84746 9.92619 0.0 0.1 0.0 -0.497
C 0.73639 -0.55282 10.16789 0.2 0.0 0.2 -0.022
O 2.15106 1.31245 10.58020 0.0 0.0 0.0 0.056
H 1.03364 2.62248 8.76146 0.0 0.0 0.0 0.084
H 0.68723 1.12605 7.87422 -0.1 0.0 0.0 0.065
H -0.48741 1.75644 9.05169 0.0 -0.1 -0.1 0.086
H 0.85578 -1.15443 9.26550 -0.1 0.0 0.0 0.084
H -0.31894 -0.52419 10.44264 0.0 0.0 -0.1 0.085
H 1.30133 -1.00954 10.97727 0.0 0.0 0.0 0.080
C 3.62288 -2.87831 -9.76242 -0.2 0.1 0.0 -0.022
C 3.55709 -1.74844 -8.76294 0.0 0.0 0.0 -0.503
C 4.85704 -1.32447 -8.12351 -0.2 0.1 0.1 -0.024
O 2.51199 -1.20840 -8.48768 -0.1 0.0 0.0 0.062
H 2.62529 -3.08266 -10.14449 0.0 0.0 0.0 0.078
H 4.27349 -2.60447 -10.59435 0.1 -0.1 0.1 0.086
H 4.01160 -3.77851 -9.28423 0.1 0.0 -0.1 0.085
H 5.55757 -0.98743 -8.88896 0.1 -0.1 0.0 0.085
H 5.29623 -2.16147 -7.57869 0.1 0.0 -0.1 0.085
H 4.66953 -0.50850 -7.42972 0.0 0.0 0.0 0.081
```
Forces are in eV/Å.

Properties
- HOMO: -9.04 eV
- Net charge: 0
- Multiplicity: 1
- Maximum force: 3.688 eV/A
- SMILES: CC(C)CC[C@]1(C[C@@H](C)I)OS(=O)(=O)O[C@@]1(C[C@H]1CO1)C[C@H](C)O.CC(C)=O.CC(C)=O.CC(C)=O.CC(C)=O.CC(C)=O.CC(C)=O.CC(C)=O